Density functional theory data (ωB97M-V/def2-TZVPD) for C8H16NO7W as an isolated structure.

Properties
Charge = +3
ΔE to the lowest compared entry with this formula, charge and spin = 324.8 kJ/mol
LUMO level (alpha / beta) = -12.490 / -12.490 eV
Gap between HOMO and LUMO (alpha / beta) = 8.3 / 8.3 eV
Calculated total energy = -26167.88724 eV

```
33
Properties=species:S:1:pos:R:3:forces:R:3:lowdin_charge:R:1
W 0.25302 -0.13995 -0.58258 -0.248 0.135 0.218 1.893
C -2.22307 1.28586 -1.25720 0.043 0.108 0.032 -0.020
C -2.74438 0.24873 -0.27651 -0.017 -0.066 0.028 -0.019
O -1.60296 -0.65336 0.06637 0.123 0.031 -0.096 -0.288
C -1.73327 -1.37160 1.36764 -0.050 0.015 -0.007 -0.026
C -0.33787 -1.80294 1.78832 0.008 0.103 0.046 -0.025
O 0.52661 -0.68104 1.34772 0.218 -0.282 -0.170 -0.303
C 1.90248 -0.42938 1.84383 -0.038 0.127 0.086 -0.023
C 2.15171 1.03454 1.49428 0.055 -0.111 -0.009 -0.015
O 1.42688 1.30198 0.21752 0.046 -0.118 -0.111 -0.291
C 1.05912 2.72456 -0.02374 0.017 0.040 -0.015 -0.026
C -0.01868 2.73803 -1.09657 -0.042 0.066 0.073 -0.024
O -0.82585 1.52963 -0.80664 -0.004 0.059 -0.191 -0.303
H -2.17958 0.95215 -2.29244 -0.011 -0.034 0.009 0.152
H -2.79143 2.21226 -1.17968 0.009 0.006 -0.006 0.170
H -3.07427 0.69399 0.66072 0.010 0.030 -0.009 0.154
H -3.53910 -0.35547 -0.71209 0.004 0.002 -0.006 0.172
H -2.17248 -0.66266 2.06794 0.032 0.008 0.013 0.155
H -2.39436 -2.22618 1.22976 0.009 0.000 -0.028 0.171
H -0.27595 -1.90208 2.87178 0.003 0.006 0.001 0.170
H 0.02097 -2.71194 1.30762 -0.025 -0.006 -0.016 0.159
H 1.93693 -0.57724 2.92301 -0.038 -0.027 -0.005 0.169
H 2.57017 -1.13093 1.34619 0.015 0.027 -0.027 0.155
H 1.74306 1.72157 2.23323 -0.051 -0.043 0.015 0.155
H 3.21144 1.23211 1.33819 -0.009 0.017 -0.021 0.171
H 0.70211 3.11874 0.92654 -0.032 -0.007 -0.006 0.156
H 1.94792 3.26298 -0.35095 0.013 -0.018 0.019 0.172
H -0.63345 3.63305 -1.00013 -0.068 -0.050 -0.001 0.170
H 0.35231 2.64990 -2.11661 0.041 -0.004 0.013 0.159
O 1.49899 -1.82677 -3.60760 0.024 -0.025 -0.046 0.402
N 1.10377 -1.30518 -2.67592 -0.088 0.075 0.262 -0.376
O 1.72324 -1.17879 -1.48814 -0.040 0.134 -0.077 -0.086
O -0.06793 -0.68827 -2.51545 0.091 -0.197 0.030 -0.080
```
Positions in Å, forces in eV/Å.